Version 1
The following is a quantum chemistry calculation of a 2-piece molecular cluster, C7H16O overall, from OMol25.

Structure (XYZ):
```
24
Properties=species:S:1:pos:R:3:mulliken_charge:R:1
O 1.0297 -2.7515 -1.3922 -0.665
C 0.4066 0.2129 0.8757 0.818
C -1.3702 -1.5755 1.3348 -1.314
C 0.6306 1.8726 -1.0930 -0.297
C -0.7151 1.3999 -1.6688 -1.146
C 0.7535 1.6287 0.3928 -1.138
C 1.4026 -0.6705 0.9743 -1.460
C -0.9809 -0.1051 1.4013 -0.268
H 1.7458 1.8223 0.8069 0.430
H -1.0502 0.3046 2.4070 0.373
H -1.5514 2.0445 -1.4335 0.298
H -0.9340 -2.0488 2.2086 0.346
H -0.6750 1.3129 -2.7601 0.354
H -0.9584 -2.0934 0.4687 0.293
H 0.7961 2.9166 -1.3584 0.355
H -2.4406 -1.7005 1.2924 0.383
H 0.9490 -1.8712 -0.9924 0.321
H -0.9080 0.3742 -1.3569 0.264
H 0.3517 -2.7969 -2.0702 0.322
H -1.6404 0.4117 0.7061 0.315
H 0.1151 2.2618 1.0312 0.325
H 1.3726 1.2981 -1.6479 0.286
H 1.2488 -1.7107 1.2459 0.430
H 2.4221 -0.5368 0.6279 0.374
```

Computed properties:
HOMO   -0.350 hartree
Structure (SMILES)   C=C(CC)CCC.O
Frontier orbital gap   10.385 eV


Version 2
The following is a quantum chemistry calculation of a 3-piece molecular cluster, C7H16O overall, from OMol25.

Structure (XYZ):
```
24
Properties=species:S:1:pos:R:3:mulliken_charge:R:1
O -1.0234 -0.9900 1.3844 -0.419
C -0.6156 -0.0060 0.5549 0.421
C 0.4511 -0.2652 -0.2748 1.068
C 1.0322 0.7337 -1.2310 -1.587
C 1.4100 0.7261 1.7073 -1.206
C -1.3919 1.2683 0.6471 -1.758
C 1.1137 -1.6152 -0.2740 -1.362
C -1.5135 -0.8044 -1.5653 -1.227
H -0.9534 -1.4256 -2.2576 0.415
H -1.0306 2.0267 -0.0381 0.276
H -1.7946 -0.7021 1.8844 0.389
H 0.6031 1.7273 -1.1399 0.293
H -1.8717 0.1167 -2.0181 0.356
H 1.2725 1.8043 1.6843 0.355
H -2.2826 -1.3583 -1.0344 0.355
H -2.4393 1.0664 0.4108 0.500
H -1.3236 1.6600 1.6645 0.494
H 2.1175 -1.5301 0.1458 0.329
H 2.1064 0.8146 -1.0563 0.389
H 1.2100 -1.9729 -1.3002 0.363
H 2.4168 0.4270 1.4316 0.432
H 1.0688 0.2608 2.6275 0.330
H 0.5559 -2.3478 0.3019 0.386
H 0.8823 0.3859 -2.2549 0.407
```

Computed properties:
HOMO (spin up / spin down)   -0.237 / -0.238 hartree
Frontier orbital gap (spin up / spin down)   7.132 / 7.148 eV


Here are the energies relative to the best structure, in kJ/mol: version 1 0.0; version 2 432.6.


Version 1
The following is a quantum chemistry calculation of a 7-piece molecular cluster, H14O6S overall, from OMol25.

Structure (XYZ):
```
21
Properties=species:S:1:pos:R:3:mulliken_charge:R:1
S 1.3775 -0.0709 1.7007 -0.310
O -1.7476 -2.2685 -0.6432 -0.611
O 1.9998 2.6709 -0.7239 -0.606
O -1.5163 0.9646 -0.0977 -0.588
O 0.4782 2.6464 -3.5584 -0.613
O -0.0406 -0.4505 -3.0600 -0.631
O -1.6687 -3.3058 5.0587 -0.635
H 2.3280 2.6701 0.1852 0.265
H 1.0155 2.4372 -2.7848 0.349
H -1.5395 -3.1723 -0.8553 0.292
H 0.4335 3.5987 -3.5668 0.292
H -1.9498 -1.8816 -1.4992 0.319
H -2.3431 1.2642 -0.4789 0.279
H -0.4373 0.1106 -2.3894 0.304
H 0.1169 0.4487 1.8521 0.146
H 2.6482 2.0756 -1.1302 0.322
H -0.2666 -0.0825 -3.9222 0.330
H -0.8016 -3.2666 5.4755 0.320
H -1.5773 0.0126 0.0305 0.326
H 1.4482 -1.4058 1.8559 0.136
H -1.4843 -3.6264 4.1649 0.316
```

Computed properties:
HOMO   -0.354 hartree
Structure (SMILES)   O.O.O.O.O.O.S
Frontier orbital gap   9.955 eV


Version 2
The following is a quantum chemistry calculation of a 7-piece molecular cluster, H14O6S overall, from OMol25.

Structure (XYZ):
```
21
Properties=species:S:1:pos:R:3:mulliken_charge:R:1
S -3.5857 -4.6241 -3.0032 -0.292
O 0.6303 0.2273 2.2629 -0.650
O -1.9980 -1.9240 0.9101 -0.617
O 0.7160 4.4282 1.9842 -0.632
O 3.2465 3.2853 0.8413 -0.635
O 1.8314 0.4822 -0.9302 -0.633
O -0.8792 -0.9128 -2.4179 -0.590
H 3.3143 2.3172 0.6800 0.317
H -1.7580 -0.6781 -2.1843 0.301
H -2.3402 -2.4853 1.5952 0.300
H -1.3025 -1.4264 1.3639 0.326
H -1.0278 -1.7065 -2.9637 0.303
H -2.2680 -4.8874 -2.9275 0.144
H 0.0834 4.7459 1.3268 0.317
H -3.9378 -5.5172 -2.0527 0.145
H 1.1341 3.7115 1.4819 0.312
H 3.8925 3.4847 1.5349 0.326
H 0.4921 1.0042 2.8190 0.329
H 1.2429 -0.0239 -1.4906 0.285
H 1.9532 -0.1045 -0.2058 0.320
H 0.5602 0.6037 1.3756 0.326
```

Computed properties:
HOMO   -0.367 hartree
Structure (SMILES)   O.O.O.O.O.O.S
Frontier orbital gap   10.378 eV


Here are the energies relative to the best structure, in kJ/mol: version 1 31.0; version 2 0.0.


Version 1
The following is a quantum chemistry calculation of an isolated ion of composition C7H10N and charge +1, from OMol25.

Structure (XYZ):
```
18
Properties=species:S:1:pos:R:3:mulliken_charge:R:1
N -0.2842 0.2776 1.1002 -0.523
C 0.8742 0.7347 0.1318 0.849
C -2.5128 -0.2129 -0.5267 -0.860
C 0.1806 -0.4677 -0.2194 0.441
C 0.5266 -1.8777 -0.5349 -1.156
C -0.3771 1.4795 0.2031 -0.268
C 2.1877 1.0593 0.6619 -1.400
C -1.0952 0.2594 -0.2235 0.368
H 2.5705 2.0348 0.2506 0.359
H 2.1964 1.1970 1.7565 0.360
H -2.4536 -1.3092 -0.4432 0.318
H -3.0134 0.2527 0.3544 0.308
H -2.7770 0.3277 -1.4781 0.319
H -0.4624 -2.3448 -0.2271 0.293
H 2.8583 0.2973 0.3616 0.388
H 0.6044 -1.8325 -1.6540 0.330
H 1.4347 -2.3145 -0.1275 0.382
H -0.4579 2.4390 0.6143 0.492
```

Computed properties:
HOMO   -0.577 hartree
Structure (SMILES)   C[C@]12[C@]3(C)[C@@H]4[C@@]1(C)[N@+]423
Net charge   +1
Frontier orbital gap   13.122 eV


Version 2
The following is a quantum chemistry calculation of an isolated ion of composition C7H10N and charge +1, from OMol25.

Structure (XYZ):
```
18
Properties=species:S:1:pos:R:3:mulliken_charge:R:1
N 2.5972 -0.2509 -0.1289 -0.382
C -1.3010 0.1160 0.2750 -0.115
C -2.4868 -0.3129 0.0348 -0.285
C 0.8787 0.7991 1.0188 -0.221
C -3.1165 -0.4495 -1.3146 -1.009
C 2.7563 -0.0964 -1.3568 -0.323
C 2.3189 0.6009 0.9568 -0.338
C 0.0600 0.1880 0.0927 0.308
H 2.9643 0.8465 -1.9607 0.284
H -2.3985 -0.7265 -2.0478 0.346
H 0.2743 -0.6172 -0.7393 0.282
H 2.6071 0.0158 1.8437 0.334
H -4.0680 -1.1286 -1.2694 0.311
H -3.3867 0.4899 -1.7461 0.337
H 0.3589 1.4650 1.6512 0.454
H 2.8167 -1.1086 -1.8642 0.312
H -3.2428 -0.5898 0.7359 0.374
H 2.6179 1.6594 0.9326 0.328
```

Computed properties:
HOMO   -0.483 hartree
Net charge   +1
Frontier orbital gap   6.992 eV


Here are the energies relative to the best structure, in kJ/mol: version 1 0.0; version 2 113.3.


Version 1
The following is a quantum chemistry calculation of a 2-piece molecular cluster, CH4O2S overall, from OMol25.

Structure (XYZ):
```
8
Properties=species:S:1:pos:R:3:mulliken_charge:R:1
S 2.7559 -1.4674 0.2652 -0.275
O -1.7850 -0.0506 -0.0003 -0.390
O -1.3008 2.1207 -0.8283 -0.369
C -1.0418 1.0804 -0.3531 0.349
H 1.9483 -2.4958 0.5580 0.149
H 0.0592 0.8823 0.1362 0.107
H 1.8397 -0.5375 -0.2477 0.117
H -2.4755 0.4679 0.4699 0.312
```

Computed properties:
HOMO   -0.363 hartree
Structure (SMILES)   O=CO.S
Frontier orbital gap   10.472 eV


Version 2
The following is a quantum chemistry calculation of CH4O2S as an isolated structure, from OMol25.

Structure (XYZ):
```
8
Properties=species:S:1:pos:R:3:mulliken_charge:R:1
S -0.8493 0.7523 0.0656 0.706
O -1.5327 0.4038 1.2862 -0.505
O -1.4940 0.8771 -1.2198 -0.493
C 0.8938 -0.8439 -0.1881 -0.741
H 1.5398 -0.3590 0.6155 0.288
H -0.1132 1.8619 0.5724 0.189
H 0.2425 -1.7117 0.1446 0.284
H 1.3130 -0.9807 -1.2764 0.273
```

Computed properties:
HOMO   -0.359 hartree
Frontier orbital gap   9.511 eV


Here are the energies relative to the best structure, in kJ/mol: version 1 0.0; version 2 203.3.


Version 1
The following is a quantum chemistry calculation of an isolated ion of composition C2H7S3 and charge -1, from OMol25.

Structure (XYZ):
```
12
Properties=species:S:1:pos:R:3:mulliken_charge:R:1
S 0.5471 -0.5072 2.3584 -0.625
S -2.0636 -0.0804 -1.0110 -0.493
S 0.0958 0.0534 0.1684 0.083
C 0.7351 0.3013 -1.5406 -0.524
C 2.1812 0.8092 -1.5368 -1.136
H 2.3029 1.7746 -1.0387 0.309
H 2.5966 0.8680 -2.5530 0.322
H -2.4411 -0.5162 0.1654 0.038
H 0.0857 1.0769 -1.9976 0.320
H 2.8324 0.1031 -0.9779 0.303
H -0.7302 -0.8071 2.7096 0.027
H 0.5866 -0.6159 -2.0955 0.377
```

Computed properties:
HOMO   -0.085 hartree
Net charge   -1
Frontier orbital gap   5.514 eV


Version 2
The following is a quantum chemistry calculation of a 2-piece molecular cluster, C2H7S3 overall, from OMol25.

Structure (XYZ):
```
12
Properties=species:S:1:pos:R:3:mulliken_charge:R:1
S 2.5676 -2.0503 -1.6690 -0.263
S -1.1793 0.1495 1.2066 -0.192
S -2.1118 0.2625 -0.6236 -0.705
C -1.2074 1.8284 1.8073 -0.801
C 0.8371 -1.4428 -1.4931 -0.674
H -1.1320 1.7449 2.8980 0.237
H -0.3156 2.3779 1.4965 0.237
H 0.2032 -2.0740 -2.0998 0.303
H -2.1438 2.3258 1.5729 0.266
H 0.7516 -0.3810 -1.6839 0.276
H 3.2327 -1.1540 -0.9429 0.089
H 0.4975 -1.5870 -0.4690 0.227
```

Computed properties:
HOMO   -0.082 hartree
Net charge   -1
Frontier orbital gap   5.355 eV


Here are the energies relative to the best structure, in kJ/mol: version 1 226.2; version 2 0.0.


Version 1
The following is a quantum chemistry calculation of a single C2H2N2O3 molecule, from OMol25.

Structure (XYZ):
```
9
Properties=species:S:1:pos:R:3:mulliken_charge:R:1
O -1.6619 -1.2460 0.9614 -0.577
O 0.8022 0.1507 -1.4507 -0.302
O -0.1626 0.2502 1.2480 -0.110
N 0.7068 1.2253 0.6369 -0.324
N -0.1471 -0.7797 -0.9638 0.013
C 1.2194 1.1438 -0.5232 0.047
C -0.7427 -0.5851 0.3188 0.547
H 1.9240 1.6312 -0.9841 0.508
H -0.5241 -1.3410 -1.5710 0.199
```

Computed properties:
HOMO   -0.376 hartree
Structure (SMILES)   O=C1NOC=NO1
Frontier orbital gap   10.709 eV


Version 2
The following is a quantum chemistry calculation of a single C2H2N2O3 molecule, from OMol25.

Structure (XYZ):
```
9
Properties=species:S:1:pos:R:3:mulliken_charge:R:1
O -1.1638 0.8155 -0.2453 -0.063
O 1.0197 1.3726 0.4434 -0.443
O 1.6529 -1.1461 -0.1105 -0.584
N 0.1913 0.5679 -0.4236 0.270
N -1.6679 -0.2133 0.1574 -0.169
C 0.5177 -0.6622 -0.1113 0.505
C -0.7667 -1.2093 0.1937 -0.304
H -1.1837 -2.0714 0.6711 0.400
H 0.9434 2.4824 -0.0034 0.387
```

Computed properties:
HOMO   -0.378 hartree
Structure (SMILES)   O=c1cnon1O
Frontier orbital gap   9.760 eV


Version 3
The following is a quantum chemistry calculation of a single C2H2N2O3 molecule, from OMol25.

Structure (XYZ):
```
9
Properties=species:S:1:pos:R:3:mulliken_charge:R:1
O -1.3892 -0.6025 0.3333 -0.469
O -0.3771 1.6557 0.9783 -0.516
O 0.8552 1.7749 -0.8422 -0.503
N 0.0920 1.2210 -0.0347 0.917
N 1.8333 -1.7700 0.1945 -0.257
C -0.2966 -0.2392 -0.4166 -0.025
C 1.0244 -1.0606 -0.0759 0.124
H -1.0800 -0.5871 1.2678 0.390
H -0.6620 -0.3921 -1.4044 0.339
```

Computed properties:
HOMO   -0.435 hartree
Structure (SMILES)   N#C[C@@H](O)[N+](=O)[O-]
Frontier orbital gap   11.258 eV


Version 4
The following is a quantum chemistry calculation of a 2-piece molecular cluster, C2H2N2O3 overall, from OMol25.

Structure (XYZ):
```
9
Properties=species:S:1:pos:R:3:mulliken_charge:R:1
O 2.5593 0.4906 0.2796 -0.308
O -2.8115 -0.6687 0.5335 -0.314
O -0.4489 -1.3899 -0.5843 -0.569
N -2.6563 0.5821 -0.0405 0.150
N 1.5751 -0.4835 0.1276 -0.059
C -2.4036 1.6449 -0.4369 -0.279
C 0.6001 -0.8858 -0.4007 0.520
H 2.6620 0.8120 -0.6855 0.365
H -1.9769 -1.2010 0.1715 0.494
```

Computed properties:
HOMO   -0.406 hartree
Frontier orbital gap   10.639 eV


Here are the energies relative to the best structure, in kJ/mol: version 1 112.9; version 2 241.5; version 3 0.0; version 4 217.6.